{"formula": "C36H45Cl27O27", "method": "the ωB97M-V functional and the def2-TZVPD basis", "symbols": ["C", "Cl", "Cl", "Cl", "H", "C", "Cl", "Cl", "Cl", "H", "C", "Cl", "Cl", "Cl", "H", "C", "Cl", "Cl", "Cl", "H", "C", "Cl", "Cl", "Cl", "H", "C", "Cl", "Cl", "Cl", "H", "C", "Cl", "Cl", "Cl", "H", "C", "Cl", "Cl", "Cl", "H", "C", "Cl", "Cl", "Cl", "H", "C", "C", "O", "C", "O", "O", "H", "H", "H", "H", "C", "C", "O", "C", "O", "O", "H", "H", "H", "H", "C", "C", "O", "C", "O", "O", "H", "H", "H", "H", "C", "C", "O", "C", "O", "O", "H", "H", "H", "H", "C", "C", "O", "C", "O", "O", "H", "H", "H", "H", "C", "C", "O", "C", "O", "O", "H", "H", "H", "H", "C", "C", "O", "C", "O", "O", "H", "H", "H", "H", "C", "C", "O", "C", "O", "O", "H", "H", "H", "H", "C", "C", "O", "C", "O", "O", "H", "H", "H", "H"], "positions_angstrom": [[3.940, 5.570, -1.100], [2.540, 6.103, -0.127], [3.955, 6.120, -2.860], [4.111, 3.762, -1.150], [4.828, 5.958, -0.601], [6.825, -0.139, -4.674], [6.596, 1.644, -4.306], [5.813, -1.007, -3.420], [8.487, -0.771, -4.375], [6.468, -0.388, -5.674], [6.635, -0.093, 2.084], [7.298, -1.063, 0.727], [5.880, -1.153, 3.341], [5.408, 0.984, 1.341], [7.415, 0.563, 2.470], [0.552, 3.640, -5.870], [1.398, 2.841, -4.572], [-1.227, 3.557, -5.661], [1.166, 2.880, -7.341], [0.957, 4.649, -5.797], [3.938, -2.847, -0.647], [3.242, -3.329, 0.842], [2.689, -2.727, -1.845], [5.205, -3.935, -1.272], [4.381, -1.857, -0.530], [5.350, 2.398, 6.034], [6.015, 1.388, 7.351], [3.798, 1.876, 5.445], [6.468, 2.305, 4.748], [5.347, 3.450, 6.319], [-0.704, 7.144, -1.892], [0.499, 6.257, -2.951], [-2.128, 6.159, -1.826], [-1.034, 8.711, -2.541], [-0.334, 7.208, -0.869], [-1.477, 0.912, 5.083], [-0.452, 2.333, 5.136], [-1.720, 0.148, 6.716], [-1.122, -0.228, 3.750], [-2.466, 1.214, 4.737], [-0.762, -4.002, 3.070], [-2.124, -3.163, 3.938], [-0.553, -3.537, 1.400], [-1.030, -5.721, 3.062], [0.164, -3.800, 3.609], [-3.548, -5.362, -3.639], [-2.995, -4.773, -4.860], [-1.911, -4.042, -4.428], [-2.014, -3.854, -3.153], [-1.286, -3.171, -2.460], [-2.922, -4.562, -2.615], [-3.159, -6.373, -3.521], [-4.630, -5.235, -3.613], [-3.793, -4.212, -5.346], [-2.772, -5.663, -5.449], [-5.218, 0.630, -1.664], [-3.730, 1.067, -1.647], [-3.743, 2.322, -2.313], [-4.876, 2.435, -3.029], [-5.166, 3.353, -3.848], [-5.775, 1.508, -2.604], [-5.712, 0.796, -0.707], [-5.360, -0.396, -2.005], [-3.269, 0.249, -2.202], [-3.301, 1.221, -0.657], [0.497, -5.616, -1.557], [0.423, -6.790, -2.579], [1.405, -7.650, -2.049], [1.948, -7.199, -0.913], [2.963, -7.669, -0.307], [1.409, -6.105, -0.551], [-0.543, -5.496, -1.253], [1.017, -4.787, -2.037], [0.382, -6.521, -3.634], [-0.504, -7.285, -2.289], [1.388, -0.715, 6.438], [2.600, -0.912, 7.354], [3.456, -1.666, 6.559], [2.922, -2.116, 5.462], [3.450, -2.901, 4.706], [1.730, -1.624, 5.372], [1.404, 0.280, 5.994], [0.527, -1.042, 7.020], [2.335, -1.579, 8.174], [2.982, -0.020, 7.849], [1.154, 0.043, -0.458], [1.252, 0.917, 0.777], [0.489, 2.030, 0.435], [0.125, 2.026, -0.840], [-0.226, 2.948, -1.539], [0.289, 0.808, -1.266], [0.701, -0.932, -0.273], [2.170, -0.200, -0.768], [2.276, 1.218, 0.998], [0.794, 0.411, 1.627], [1.472, -2.130, -5.007], [1.311, -0.699, -4.366], [2.272, 0.130, -5.123], [3.016, -0.689, -5.965], [4.017, -0.362, -6.566], [2.462, -1.880, -6.016], [0.501, -2.434, -5.397], [1.880, -2.777, -4.231], [1.688, -0.735, -3.344], [0.293, -0.309, -4.359], [-5.341, -4.458, -0.150], [-4.082, -3.689, 0.252], [-4.637, -2.367, 0.236], [-5.947, -2.398, 0.307], [-6.571, -1.403, 0.339], [-6.367, -3.586, 0.260], [-5.439, -5.427, 0.339], [-5.446, -4.661, -1.216], [-3.425, -3.699, -0.619], [-3.480, -4.078, 1.073], [0.025, 7.200, 2.305], [0.694, 6.042, 3.014], [-0.322, 5.257, 3.583], [-1.465, 5.733, 3.226], [-2.484, 5.305, 3.607], [-1.308, 6.837, 2.489], [0.425, 7.176, 1.291], [0.331, 8.101, 2.838], [1.220, 6.459, 3.873], [1.309, 5.382, 2.403], [-4.752, 2.422, 1.697], [-6.201, 2.619, 2.181], [-5.991, 2.995, 3.478], [-4.822, 2.922, 3.837], [-4.346, 3.039, 4.965], [-3.987, 2.438, 2.814], [-4.380, 3.245, 1.087], [-4.604, 1.472, 1.184], [-6.811, 1.725, 2.055], [-6.579, 3.476, 1.625]], "multiplicity": 1, "lumo_energy_ev": -0.6, "e_homo_ev": -10.3}